Molecular formula: C17H47Br6N9O8P2
Method: DFT, ωB97M-V/def2-TZVPD

The molar mass is 1047.0 g/mol. The value obtained for the HOMO-LUMO gap is 6.0 eV. The value obtained for the energy above the lowest of the compared OMol25 structures with the same formula, charge and spin is 0.000 eV.

Geometry as ORCA input:
```
! RIJCOSX wB97M-V def2-TZVPD def2/J DEFGRID3
* xyz 0 1
C 30.920 -14.225 -8.162
N 29.555 -14.611 -7.633
O 29.146 -15.722 -7.885
O 28.909 -13.694 -7.153
H 31.614 -14.543 -7.384
H 30.888 -13.175 -8.452
H 31.110 -14.809 -9.062
C 29.342 -16.376 -10.526
N 28.578 -15.136 -10.184
O 29.186 -14.096 -10.411
O 27.415 -15.220 -9.769
H 28.951 -17.363 -10.279
H 30.363 -16.269 -10.160
H 29.384 -16.243 -11.607
C 25.241 -14.367 -9.429
N 24.073 -15.345 -9.134
O 24.215 -16.517 -9.329
O 23.010 -14.863 -8.725
H 24.718 -13.514 -9.861
H 25.799 -14.930 -10.177
H 25.738 -14.126 -8.489
O 30.986 -16.225 -5.578
P 30.239 -15.579 -4.449
N 30.263 -13.843 -4.443
C 29.624 -12.955 -3.368
C 30.982 -13.137 -5.487
N 31.053 -15.860 -2.995
C 30.389 -15.480 -1.700
C 32.504 -15.820 -2.850
N 28.625 -16.080 -4.224
C 28.378 -17.395 -3.782
C 27.563 -15.636 -5.144
H 29.035 -12.100 -3.699
H 30.373 -12.559 -2.683
H 28.883 -13.524 -2.806
H 31.286 -13.812 -6.287
H 31.865 -12.584 -5.169
H 30.345 -12.398 -5.974
H 30.799 -16.099 -0.902
H 30.592 -14.429 -1.493
H 29.305 -15.452 -1.817
H 32.879 -14.797 -2.843
H 32.868 -16.455 -2.042
H 32.957 -16.312 -3.710
H 29.064 -17.909 -3.109
H 27.363 -17.578 -3.431
H 28.505 -17.950 -4.712
H 27.295 -14.601 -4.932
H 26.680 -16.268 -5.053
H 28.023 -15.700 -6.131
O 30.333 -20.968 -6.744
P 30.974 -19.872 -7.548
N 30.720 -18.230 -6.819
C 30.362 -18.194 -5.370
C 30.887 -16.982 -7.469
N 30.372 -19.737 -9.161
C 29.127 -19.026 -9.464
C 30.692 -20.798 -10.137
N 32.697 -19.893 -7.759
C 33.478 -18.957 -8.569
C 33.362 -20.976 -6.984
H 30.282 -19.193 -4.943
H 29.397 -17.765 -5.099
H 31.099 -17.655 -4.775
H 31.253 -16.223 -6.777
H 29.921 -16.688 -7.880
H 31.535 -17.045 -8.343
H 28.882 -18.348 -8.647
H 29.348 -18.433 -10.352
H 28.383 -19.815 -9.576
H 31.771 -20.941 -10.191
H 30.254 -21.746 -9.822
H 30.428 -20.606 -11.176
H 32.862 -18.475 -9.328
H 34.124 -18.240 -8.062
H 34.126 -19.641 -9.118
H 32.817 -21.177 -6.061
H 34.415 -20.750 -6.816
H 33.251 -21.919 -7.518
C 24.911 -13.859 -6.078
Br 23.109 -13.083 -5.845
Br 25.296 -15.230 -4.704
Br 26.333 -12.502 -6.185
H 24.930 -14.326 -7.063
C 27.186 -16.934 -7.478
Br 26.092 -18.062 -6.203
Br 26.508 -15.109 -7.308
Br 27.045 -17.626 -9.379
H 28.250 -16.879 -7.249
*
```

Results of the Mulliken charge analysis, in e, for atoms 1 through 8: -1.5604 0.5387 1.1040 -0.4100 0.9465 0.2304 0.5207 -0.6966